No. 1
DFT (wB97M-V/def2-TZVPD) results for C5H9NO in the gas phase.

## Properties
- E_HOMO (eV) = -8.1
- SMILES = CCCOC1=CN1
- ΔE to the lowest compared entry with this formula, charge and spin (eV) = 4.754
- E (eV) = -8864.45844
- maximum force (eV/A) = 0.5

Structure (XYZ):
```
16
Properties=species:S:1:pos:R:3:forces:R:3:nbo_charge:R:1
N -1.41015 -0.95144 2.37831 0.1883 -0.2795 0.1548 -0.625
C -0.67188 -0.82642 1.18164 -0.0881 0.1632 -0.1048 0.459
C -1.80540 -0.24591 0.99883 0.0235 -0.0529 0.3135 -0.246
C -0.12862 1.13259 -1.29116 -0.0739 0.0427 -0.0123 -0.611
C 1.00569 0.11332 -1.20454 0.0376 -0.0304 -0.0378 -0.433
C 1.40311 -0.32070 0.19654 0.2583 0.1810 -0.1336 -0.055
O 0.51764 -1.24900 0.83909 -0.0859 -0.1587 0.1581 -0.480
H -1.77661 -1.90406 2.43123 -0.4228 0.1514 -0.0947 0.321
H -1.09204 0.67575 -1.05795 0.1345 0.0870 -0.0950 0.213
H -2.40410 0.62546 0.81954 0.0088 -0.1072 -0.0182 0.233
H 0.03080 1.96484 -0.59525 -0.0132 -0.1209 -0.1026 0.204
H -0.19907 1.54832 -2.30038 0.0458 -0.0586 0.1035 0.214
H 0.76148 -0.77768 -1.79563 0.0933 0.1091 0.0582 0.213
H 1.91337 0.54920 -1.63987 -0.0940 -0.0686 -0.0074 0.212
H 1.51178 0.54035 0.86670 0.0493 -0.0393 -0.1376 0.181
H 2.34399 -0.87462 0.17288 -0.0615 0.1816 -0.0442 0.199
```
Forces are in eV/Å.

No. 2
DFT (wB97M-V/def2-TZVPD) results for 2 unconnected molecules or ions with the total composition C5H9NO in a non-equilibrium geometry.

## Properties
- E_HOMO (eV) = -8.8
- ΔE to the lowest compared entry with this formula, charge and spin (eV) = 3.650
- E (eV) = -8865.56232
- maximum force (eV/A) = 1.1

Structure (XYZ):
```
16
Properties=species:S:1:pos:R:3:forces:R:3:nbo_charge:R:1
C -2.22028 -0.41193 -0.03889 -0.0908 -0.0280 0.0120 -0.590
C -0.72442 -0.09084 -0.10807 -0.0110 0.0292 -0.0392 -0.335
C -0.40353 1.30250 0.44134 0.0124 0.0896 0.0312 -0.605
C 2.56461 0.29842 -0.67417 0.2793 -0.2456 -0.2094 0.061
O 3.08558 -0.86778 -0.44042 -0.1360 0.1691 0.1145 -0.633
C 0.09351 -1.10590 0.57732 0.6218 -0.6169 0.3590 0.361
N 0.77911 -1.89676 1.07579 -0.6476 0.7693 -0.4797 -0.421
H -2.76297 0.32795 -0.63613 0.0678 -0.1215 0.1002 0.217
H -2.58367 -0.34795 0.99166 0.0609 -0.0318 -0.1355 0.214
H -2.45085 -1.40709 -0.42946 0.0650 0.1284 0.0588 0.220
H -0.38953 -0.13723 -1.15190 -0.0562 0.0333 0.1213 0.250
H -0.92229 2.05159 -0.16485 0.0261 -0.0865 0.1065 0.210
H -0.73647 1.39885 1.47964 0.0205 -0.0271 -0.1278 0.206
H 0.67343 1.47341 0.37663 -0.2508 0.0289 0.0517 0.256
H 3.29382 0.77614 -1.37126 -0.0101 -0.0881 0.1031 0.070
H 2.48730 -1.35723 0.16896 0.0486 -0.0022 -0.0667 0.518
```
Forces are in eV/Å.

No. 3
DFT (wB97M-V/def2-TZVPD) results for 2 unconnected molecules or ions with the total composition C5H9NO in a non-equilibrium geometry.

## Properties
- E_HOMO (alpha / beta) (eV) = -7.8 / -7.8
- ΔE to the lowest compared entry with this formula, charge and spin (eV) = 6.811
- E (eV) = -8862.40126
- maximum force (eV/A) = 1.1

Structure (XYZ):
```
16
Properties=species:S:1:pos:R:3:forces:R:3:nbo_charge:R:1
C -0.92123 0.61236 1.80825 -0.1435 0.2514 -0.0480 -0.461
C -0.83226 -1.51697 -0.18401 0.1373 0.0490 0.2135 -0.637
C 0.95581 -0.08426 -1.15499 -0.4503 -0.9518 -0.2737 0.178
C 0.14216 -0.36081 -0.10868 0.5181 0.0409 -0.4302 0.059
C 1.33628 0.05664 -2.38865 0.1203 0.4126 -0.0235 -0.500
O 1.40783 1.73802 0.25324 -0.7421 0.4427 0.5356 -0.663
N 0.24914 0.40754 0.98437 0.4005 -0.0253 -0.0129 -0.166
H 1.52747 2.19316 1.09958 0.0318 -0.1585 -0.0131 0.443
H -1.86927 0.68909 1.26371 0.0998 0.0956 -0.0298 0.187
H -1.00264 -0.22617 2.50820 0.0940 0.0318 -0.0009 0.221
H -0.76033 1.51731 2.39407 -0.0931 -0.0617 0.0214 0.222
H -0.90345 -2.04023 0.77012 -0.0655 -0.0131 0.0089 0.214
H -1.82364 -1.15362 -0.46462 0.0224 -0.0200 0.0414 0.225
H -0.50517 -2.22588 -0.94184 0.0146 0.0777 -0.0064 0.242
H 0.62437 0.13967 -3.20588 -0.0694 0.3883 0.0877 0.213
H 2.37493 0.25416 -2.63288 0.1249 -0.5596 -0.0701 0.224
```
Forces are in eV/Å.

No. 4
DFT (wB97M-V/def2-TZVPD) results for C5H9NO in the gas phase.

## Properties
- E_HOMO (eV) = -8.1
- SMILES = C=C(N)OC1CC1
- ΔE to the lowest compared entry with this formula, charge and spin (eV) = 2.344
- E (eV) = -8866.86882
- maximum force (eV/A) = 0.3

Structure (XYZ):
```
16
Properties=species:S:1:pos:R:3:forces:R:3:nbo_charge:R:1
C -0.65288 1.43367 1.25629 -0.0776 0.0328 -0.0557 -0.666
C 0.14569 0.36236 1.36996 -0.1585 0.0575 -0.0386 0.501
N 0.65363 -0.09191 2.56610 0.1468 -0.0838 0.0467 -0.817
O 0.52035 -0.46421 0.35932 0.0021 -0.0588 0.0598 -0.493
C 0.18499 -0.04019 -0.93599 0.0172 0.1286 -0.2068 0.073
C -0.86264 -0.80751 -1.67618 -0.2359 0.0359 0.0785 -0.446
C 0.59365 -0.93058 -2.05844 0.1713 -0.0402 -0.0262 -0.435
H -0.70190 2.15021 2.06125 -0.1655 -0.1542 0.1715 0.206
H -1.31263 1.58059 0.41705 0.2216 0.0802 -0.1618 0.213
H 0.39260 0.46148 3.36050 0.0658 0.0384 0.1125 0.385
H 1.59252 -0.45691 2.58398 0.0006 0.0678 -0.1388 0.385
H 0.25299 1.03700 -1.06335 0.0025 -0.1729 -0.0184 0.206
H -1.29384 -1.64834 -1.14253 0.0465 0.1152 -0.0677 0.227
H -1.54960 -0.26862 -2.32118 0.1315 -0.0822 0.0451 0.216
H 1.10051 -1.85448 -1.79860 -0.1027 0.1163 -0.0139 0.226
H 0.93655 -0.46256 -2.97819 -0.0657 -0.0807 0.2138 0.218
```
Forces are in eV/Å.

No. 5
DFT (wB97M-V/def2-TZVPD) results for C5H9NO in the gas phase.

## Properties
- E_HOMO (alpha / beta) (eV) = -6.9 / -6.9
- ΔE to the lowest compared entry with this formula, charge and spin (eV) = 3.745
- E (eV) = -8865.46744
- maximum force (eV/A) = 0.5

Structure (XYZ):
```
16
Properties=species:S:1:pos:R:3:forces:R:3:nbo_charge:R:1
C -1.76044 0.17618 1.60543 -0.1266 0.0354 0.0975 -0.662
C -1.15458 -0.20471 0.30390 0.0046 -0.1372 0.1425 -0.097
N -0.89029 0.66721 -0.67615 -0.1598 0.0418 0.0758 -0.434
C 0.26036 0.57881 -1.36651 0.0984 -0.0398 -0.1775 -0.129
C 1.52268 0.23522 -0.64089 0.1141 -0.0140 -0.0178 -0.555
C 1.92641 -1.22173 -0.47097 0.1842 -0.2048 -0.2977 0.448
O 2.85141 -1.75176 -1.03595 -0.3704 0.2364 0.2100 -0.523
H -0.99514 0.52747 2.31266 -0.1812 0.0336 -0.0390 0.214
H -2.49676 0.98169 1.49766 0.0336 -0.0329 -0.0030 0.208
H -2.24881 -0.68489 2.07028 -0.0127 0.1350 -0.0788 0.223
H -0.80856 -1.21018 0.12472 0.1744 0.0873 0.1310 0.188
H -1.53374 1.44726 -0.84204 0.1372 -0.2207 0.0015 0.380
H 0.26965 0.89801 -2.39965 0.0355 0.1522 0.1261 0.193
H 1.39212 0.61117 0.39110 0.0592 -0.0218 -0.1185 0.220
H 2.36344 0.74464 -1.12739 -0.0787 -0.0961 0.0855 0.231
H 1.30224 -1.79437 0.25383 0.0882 0.0458 -0.1375 0.093
```
Forces are in eV/Å.

No. 6
DFT (wB97M-V/def2-TZVPD) results for C5H9NO in the gas phase in a non-equilibrium geometry.

## Properties
- E_HOMO (eV) = -9.1
- SMILES = C/C=C(\C)C(N)=O
- ΔE to the lowest compared entry with this formula, charge and spin (eV) = 1.224
- E (eV) = -8867.98883
- maximum force (eV/A) = 4.7

Structure (XYZ):
```
16
Properties=species:S:1:pos:R:3:forces:R:3:nbo_charge:R:1
C 0.44842 -1.17786 -0.85939 0.3247 -0.2824 0.0542 -0.662
C 2.06068 0.81996 0.80135 -2.2249 0.4271 0.7258 -0.654
C -1.72969 -0.22249 0.27660 1.9039 -1.1561 0.0142 0.667
C -0.09890 -0.20613 0.11754 -4.6132 0.5567 0.7489 -0.084
N -2.42684 0.20979 -0.80811 0.0688 0.2003 -0.0658 -0.836
C 0.44691 0.68229 0.91391 4.1567 0.2182 -0.8816 -0.163
O -2.25994 -0.71804 1.25414 0.1439 0.5338 -0.4187 -0.610
H -3.43748 0.19391 -0.76245 0.2451 0.0574 -0.0285 0.403
H -1.96547 0.72194 -1.54485 -0.1621 -0.1072 0.1816 0.396
H -0.05564 1.38940 1.56232 -0.2472 -0.3474 -0.0691 0.219
H 1.31837 -1.69722 -0.44544 0.0060 0.1228 -0.1459 0.231
H -0.30500 -1.93886 -1.09055 0.1827 0.1827 -0.0642 0.232
H 0.74579 -0.67134 -1.78174 0.0414 -0.1491 -0.0333 0.222
H 2.53762 -0.04943 1.25692 0.0533 0.0855 -0.1023 0.216
H 2.34539 1.72166 1.34727 0.2131 -0.1667 -0.0192 0.213
H 2.37578 0.94243 -0.23751 -0.0923 -0.1755 0.1040 0.209
```
Forces are in eV/Å.

No. 7
DFT (wB97M-V/def2-TZVPD) results for a molecular structure, C5H9NO2 in a non-equilibrium geometry.

## Properties
- E_HOMO (eV) = -6.7
- ΔE to the lowest compared entry with this formula, charge and spin (eV) = 5.653
- E (eV) = -10910.92233
- maximum force (eV/A) = 2.8

Structure (XYZ):
```
17
Properties=species:S:1:pos:R:3:forces:R:3:nbo_charge:R:1
C -1.00996 2.32750 -0.58729 0.0043 0.2258 -0.1932 -0.677
C -0.40163 -0.01497 0.56959 1.7812 -0.3475 0.5873 0.086
C -0.44050 1.04387 -0.19035 1.5419 -0.7645 -1.9866 0.231
C 0.71615 -0.92805 -0.08236 -1.2817 -1.7461 1.7731 0.472
N -0.82860 -0.33900 1.82853 0.2942 0.1591 -1.3328 -0.812
C 0.46567 -2.15189 -0.67657 0.1203 0.2431 0.0922 -0.802
O 0.67181 0.27314 -1.35591 -1.0711 1.6432 0.6961 -0.697
O 1.81551 -0.84804 0.77909 -0.4680 0.3848 -0.4824 -0.714
H 1.60144 0.55663 -1.33838 -0.2333 0.6260 0.0799 0.487
H 2.38737 -1.60070 0.57170 -0.0777 0.0651 -0.1960 0.485
H -1.54645 0.24591 2.22968 0.0718 -0.8291 0.3507 0.400
H -0.58176 -1.30205 2.04755 -0.7742 0.4794 0.5102 0.418
H -0.25758 3.12147 -0.59946 -0.0613 -0.0649 0.0020 0.230
H -1.47412 2.27387 -1.57660 0.0012 0.0220 0.1167 0.237
H -1.77844 2.61815 0.13922 0.0831 -0.1225 -0.0729 0.241
H -0.22685 -2.22028 -1.50176 -0.1641 -0.0537 0.2041 0.215
H 0.88794 -3.05557 -0.25667 0.2334 0.0799 -0.1484 0.201
```
Forces are in eV/Å.

No. 8
DFT (wB97M-V/def2-TZVPD) results for C5H9NO2 in the gas phase in a non-equilibrium geometry.

## Properties
- E_HOMO (eV) = -10.0
- SMILES = CC[C@@H](C=O)NC=O
- ΔE to the lowest compared entry with this formula, charge and spin (eV) = 1.111
- E (eV) = -10915.46443
- maximum force (eV/A) = 2.4

Structure (XYZ):
```
17
Properties=species:S:1:pos:R:3:forces:R:3:nbo_charge:R:1
C -0.62037 -2.02645 0.47462 -0.0305 -0.7796 0.0056 0.533
N -0.54563 -0.91788 -0.27677 0.3337 0.8586 1.9454 -0.612
C 2.17427 1.26690 -0.22222 1.4751 -0.5662 -1.0442 -0.648
C 1.12799 0.66719 0.69621 -0.7316 1.5116 1.6462 -0.417
C -0.34181 0.40779 0.26007 1.1877 -0.3871 -0.6717 -0.162
C -0.66826 1.43770 -0.80728 -0.3159 -0.7836 0.6986 0.454
O -0.91169 1.11734 -1.93660 -0.0431 0.2799 -0.3538 -0.525
O -0.63916 -2.09167 1.68455 0.1691 0.4549 0.1441 -0.617
H -0.63786 -2.94374 -0.13390 -0.1768 -0.0115 -0.1517 0.109
H -0.68913 -0.94860 -1.22896 -0.2613 -0.3613 -2.3690 0.411
H 1.96726 1.54854 -1.25218 -1.0419 0.0347 -0.0341 0.222
H 2.65708 2.15361 0.18676 -0.1222 -0.0712 0.3034 0.219
H 2.98491 0.55784 -0.42516 0.0140 -0.0606 0.3935 0.220
H 1.50047 -0.13915 1.32236 -0.0091 -0.5375 -0.5271 0.243
H 0.98850 1.41863 1.49105 0.0129 0.0770 -0.1741 0.208
H -0.93386 0.54428 1.14584 -0.5313 0.0990 0.3475 0.235
H -0.65724 2.47793 -0.45472 0.0714 0.2431 -0.1586 0.126
```
Forces are in eV/Å.